Run w
DFT (the ωB97M-V functional and the def2-TZVPD basis) results for a cluster of 2 separate species, C5H15N3 in total.

Last column: natural (NBO) charge in e.
Element x y z (Å)
C -0.372 2.229 0.681  0.138
C -1.821 1.844 0.723  -0.692
N 0.304 2.569 -0.350  -0.660
H -0.212 2.458 -1.225  0.329
H 1.610 1.009 -0.721  0.384
H 0.066 2.510 1.640  0.175
H 0.449 0.453 1.009  0.145
H -2.240 1.766 -0.278  0.215
H -1.920 0.859 1.184  0.241
H -2.390 2.552 1.317  0.230
C 0.048 -2.661 0.306  -0.403
C -0.209 -1.081 -1.488  -0.408
N -0.012 -1.262 -0.062  -0.473
C 1.023 -0.452 0.538  -0.027
N 1.984 0.088 -0.382  -0.864
H 2.852 0.287 0.102  0.365
H 1.520 -0.998 1.343  0.185
H 0.056 -2.748 1.392  0.195
H 0.931 -3.175 -0.101  0.164
H -1.138 -1.572 -1.779  0.194
H 0.621 -1.495 -2.077  0.182
H -0.300 -0.019 -1.707  0.188
H -0.847 -3.162 -0.063  0.196

Values from the calculation:
total charge	0
E_HOMO	-8.0577	eV

Run x
DFT (the ωB97M-V functional and the def2-TZVPD basis) results for a structure of composition C5H15N3.

Last column: Löwdin charge in e.
Element x y z (Å)
C 1.670 1.034 0.662  -0.305
C 2.019 -0.467 0.483  -0.226
C 1.104 -1.228 -0.546  -0.161
C -0.020 -1.690 0.393  -0.231
N -0.626 -0.954 1.424  0.026
C -2.883 0.314 0.394  -0.210
N -3.892 0.803 -0.255  0.005
N 1.906 1.837 -0.526  -0.012
H 0.683 1.120 0.901  0.041
H 2.232 1.481 1.532  0.129
H 3.190 -0.399 0.231  0.141
H 2.016 -0.908 1.460  0.081
H 1.827 -1.973 -0.953  0.114
H 0.763 -0.496 -1.342  0.101
H -0.166 -2.704 0.101  0.094
H -1.058 -0.862 0.300  0.071
H -1.665 0.483 -1.722  0.018
H -2.061 0.942 0.729  0.059
H -2.934 -0.668 0.928  0.064
H -4.740 0.631 0.261  0.034
H -1.721 0.087 -2.360  0.059
H 2.905 2.063 -0.749  0.088
H 1.452 1.556 -1.347  0.021

Values from the calculation:
total charge	0
E_HOMO	-8.4804	eV

Most stable structure among those shown: run w. Next: +643.3 kJ/mol.